C25H26BaN7O2S | ωB97M-V with the def2-TZVPD basis set

Results
max |F|: 0.0043 Eh/bohr
total charge: +1
frontier orbital gap: 7.383 eV

Geometry as XYZ:
```
62
Properties=species:S:1:pos:R:3:forces:R:3:lowdin_charge:R:1
Ba 0.051077 -0.379621 1.328637 0.0 0.1 0.1 1.815
S -3.730422 -3.772968 0.356715 -0.1 0.0 0.0 1.129
O 1.188206 3.603775 -0.928839 0.0 0.0 0.0 -0.013
O 0.774517 2.003913 0.562103 0.0 0.0 0.0 -0.245
N 1.656896 5.439603 -3.722832 0.0 0.0 0.0 0.200
N -2.229283 -2.029392 1.513854 0.0 0.1 0.0 -0.054
N 3.071304 3.987247 -2.672745 0.0 0.0 0.0 0.084
N -6.880535 2.542768 -1.859923 0.0 0.0 0.0 0.186
N 1.182378 0.067177 -1.284433 0.0 0.0 0.0 -0.030
N -2.126445 0.630674 -0.297075 0.1 0.0 -0.1 -0.031
N 3.796807 5.129614 -4.552717 0.0 0.0 0.0 0.209
C -5.859999 2.132998 -1.531483 0.0 0.0 0.0 -0.159
C -2.442053 1.914992 -0.113729 0.0 0.0 0.0 -0.122
C -3.538208 -1.686316 1.822297 -0.1 0.0 0.0 -0.347
C -4.249359 0.290146 -1.341363 0.0 0.0 0.0 0.019
C -6.242416 -1.189607 2.210195 0.0 0.0 0.0 -0.077
C -3.931231 -0.582835 2.580900 0.0 0.0 0.0 -0.032
C 0.174478 -5.465300 -0.938966 0.0 0.0 0.0 -0.087
C 4.296495 3.226127 -2.467094 0.0 0.0 0.0 -0.162
C -2.177021 -3.088488 0.753738 0.2 -0.1 -0.1 -0.554
C 4.204914 2.446513 -1.157571 0.0 0.0 0.0 -0.161
C 1.322771 -4.686506 -1.000757 0.0 0.0 0.0 -0.096
C 0.205084 -2.810486 0.141485 0.0 -0.2 -0.1 -0.295
C -4.512871 -2.526125 1.273622 0.1 0.0 0.0 -0.469
C -0.936009 -3.642103 0.171018 -0.1 0.1 0.1 -0.315
C 3.332487 1.189752 -1.184917 0.0 0.0 0.0 -0.143
C -5.277608 -0.341037 2.764665 0.0 0.0 0.0 -0.075
C 1.837852 1.362019 -1.483246 0.0 0.0 0.0 -0.314
C 1.209107 2.411909 -0.538537 -0.1 -0.1 0.1 -0.632
C 1.319361 -3.399862 -0.472530 0.0 0.0 0.0 -0.188
C -3.655166 2.457442 -0.501832 0.0 0.0 0.0 0.012
C -3.013825 -0.155913 -0.911279 0.0 0.0 0.0 -0.126
C -0.961641 -4.938414 -0.351815 0.0 0.0 0.0 -0.076
C -4.578254 1.622742 -1.120330 0.0 0.0 0.0 -0.203
C 2.861805 4.844166 -3.636280 0.0 0.0 0.0 -0.440
C -5.870683 -2.292036 1.464854 0.0 0.0 0.0 -0.079
H -3.878492 3.499061 -0.322514 0.0 0.0 0.0 0.127
H 3.595096 5.722447 -5.337262 0.0 0.0 0.0 0.125
H 0.279936 0.045019 -1.749570 0.0 0.0 0.0 0.078
H -2.727517 -1.191639 -1.053082 0.0 0.0 0.0 0.108
H 2.255032 -2.842320 -0.539687 0.0 0.0 0.0 0.069
H 1.724481 -0.695974 -1.675725 0.0 0.0 0.0 0.076
H -1.856345 -5.549298 -0.289555 0.0 0.0 0.0 0.085
H -3.188434 0.070177 3.024916 0.0 0.0 0.0 0.105
H 1.713592 1.726560 -2.508457 0.0 0.0 0.0 0.144
H 1.001567 5.291458 -2.969896 0.0 0.0 0.0 0.119
H -5.594477 0.510951 3.351201 0.0 0.0 0.0 0.107
H 0.167454 -6.470926 -1.337590 0.0 0.0 0.0 0.104
H -7.291783 -0.983074 2.370465 0.0 0.0 0.0 0.109
H 4.697307 4.687906 -4.514979 0.0 0.0 0.0 0.110
H 5.147403 3.911719 -2.412338 0.0 0.0 0.0 0.126
H 2.284327 3.852955 -1.966250 0.0 0.0 0.0 0.077
H 3.742636 0.486938 -1.917983 0.0 0.0 0.0 0.125
H 3.416317 0.701671 -0.209412 0.0 0.0 0.0 0.123
H 2.220511 -5.088630 -1.456043 0.0 0.0 0.0 0.100
H 3.871492 3.125658 -0.368721 0.0 0.0 0.0 0.127
H 4.464416 2.542065 -3.306744 0.0 0.0 0.0 0.132
H 1.543898 6.275284 -4.268937 0.0 0.0 0.0 0.121
H -4.941733 -0.384351 -1.824244 0.0 0.0 0.0 0.132
H -1.688366 2.532176 0.364101 0.0 0.0 0.0 0.105
H 5.216138 2.137519 -0.890158 0.0 0.0 0.0 0.122
H -6.616581 -2.950367 1.040013 0.0 0.0 0.0 0.113
```
Positions in Å, forces in eV/Å.

C25H26BrN3O6Pd | ωB97M-V with the def2-TZVPD basis set

Results
⟨S²⟩: 6.0660
2S+1: 5
max |F|: 0.0696 Eh/bohr
total charge: 0
frontier orbital gap (alpha / beta): 8.159 / 6.542 eV

Geometry as XYZ:
```
62
Properties=species:S:1:pos:R:3:forces:R:3:lowdin_charge:R:1
Pd -0.329194 -0.707234 0.032397 -2.8 -2.2 0.6 1.158
Br -0.571078 -5.405204 3.454006 -0.3 0.3 -0.3 0.730
O -1.991685 -0.721760 -1.181169 -1.0 -1.4 0.1 -0.214
O -3.826439 -1.871263 -1.786849 0.5 -0.1 0.8 0.087
O 4.299358 -1.325781 3.406524 0.1 -0.1 -1.5 0.117
O 5.729028 -1.537060 1.651751 -1.2 0.1 0.6 0.096
O -0.087881 -0.892172 2.184807 1.7 -0.1 -0.3 -0.104
O 1.587246 -1.150171 3.684763 -0.2 0.2 -2.2 0.028
N 3.657226 -1.679727 -0.187044 -1.0 0.0 0.7 0.209
N 0.027728 1.094296 -0.533648 -1.1 2.5 0.6 0.132
N 1.545221 -1.287576 0.102441 1.5 -0.9 0.5 -0.025
C -0.456578 2.098413 2.706869 -0.6 -0.2 -0.2 -0.045
C -0.404864 4.320584 -1.973186 -0.1 0.5 -0.5 -0.036
C 3.460660 -1.439019 1.164566 -1.3 0.2 0.4 -0.064
C 2.449274 -1.621462 -0.794895 0.3 0.7 1.2 -0.344
C -0.415145 1.078338 -3.616040 0.2 0.2 0.2 -0.054
C 1.158612 -1.060548 2.497800 -0.7 0.1 2.8 -0.535
C -0.207236 2.957990 -1.883770 0.3 0.3 -0.4 -0.112
C -3.142695 -3.065948 1.087601 -0.9 0.5 0.5 -0.023
C -2.831699 -1.776552 -1.094351 0.3 0.8 -1.1 -0.560
C -1.226889 3.017159 0.405443 0.4 -1.0 0.4 -0.112
C 0.416745 2.270164 -3.094442 0.0 0.1 -0.1 -0.359
C -2.736359 1.320641 1.698719 1.1 0.1 -0.9 -0.042
C -1.627607 2.408197 1.731533 -0.7 0.7 1.0 -0.352
C 2.116843 -1.879046 -2.188440 -0.7 -0.1 -1.0 0.007
C -1.086791 5.004174 -0.978666 -0.1 0.4 0.4 -0.049
C -2.636179 -3.816801 2.145935 1.1 -0.5 0.8 -0.100
C -1.367210 -4.431151 2.021775 -0.3 0.3 -1.0 -0.677
C 4.590198 -1.433044 2.086420 1.3 -0.2 1.3 -0.450
C -2.415279 -2.840490 -0.092323 0.2 -0.3 0.7 -0.170
C -1.235067 -3.579332 -0.243016 0.6 -0.1 0.0 -0.074
C -0.523386 2.272444 -0.630043 1.0 0.8 -1.3 -0.217
C -1.485563 4.343265 0.180187 -0.6 0.5 0.4 -0.034
C 2.098370 -1.200364 1.370539 1.9 -0.7 -2.4 -0.073
C -0.699730 -4.371721 0.790072 -0.4 0.2 0.2 -0.129
C 1.906429 1.892249 -2.888822 -0.9 -0.4 -0.2 -0.050
H 1.983047 1.251529 -2.004141 0.3 0.1 -0.1 0.052
H 4.537723 -1.949539 -0.591081 0.2 0.1 0.1 0.176
H -4.154461 -2.622959 1.218885 0.9 -0.1 -0.2 0.137
H -3.625711 1.707754 1.214503 -0.2 0.1 -0.2 0.082
H 2.944192 -1.674180 -2.869252 0.0 -0.1 0.1 0.093
H -2.431874 0.402890 1.158015 -0.2 0.4 0.5 0.044
H -0.684801 -3.577642 -1.191626 -0.3 0.2 0.3 0.113
H -1.399162 1.394008 -3.960839 0.0 0.0 0.0 0.090
H 0.241321 -4.907396 0.624112 -0.4 0.2 0.2 0.105
H -0.148524 3.005971 3.230304 0.0 -0.1 -0.1 0.081
H 1.787568 -2.932361 -2.287093 0.2 0.5 -0.2 0.101
H -0.031514 4.913393 -2.833750 -0.4 -0.7 0.4 0.130
H 2.540257 2.771696 -2.785691 0.0 -0.1 0.1 0.081
H 2.201751 1.306528 -3.770322 0.2 0.2 0.2 0.078
H -1.320451 6.066666 -1.063237 0.2 -0.3 -0.1 0.115
H 3.309455 -1.270794 3.592930 0.2 0.0 -0.2 0.083
H -0.579492 0.321671 -2.860946 -0.1 -0.1 0.3 0.027
H 0.392334 1.684886 2.189932 0.4 -0.2 -0.1 0.050
H -2.130852 3.252868 2.241303 0.0 -0.3 -0.3 0.119
H -0.790832 1.360371 3.447921 0.2 0.2 -0.2 0.083
H -2.032603 4.912669 0.956079 0.4 -0.4 -0.5 0.130
H 1.265287 -1.218494 -2.460073 0.5 -0.5 0.0 0.075
H -2.966962 1.112789 2.727693 -0.2 -0.4 0.4 0.076
H -3.117186 -3.918231 3.145202 0.0 0.2 -1.1 0.116
H 0.090644 0.572747 -4.436334 0.1 0.2 -0.2 0.077
H 0.382441 3.048646 -3.869964 0.1 -0.3 0.1 0.123
```
Positions in Å, forces in eV/Å.

Record order is preserved below.
DFT total energy: -52399.762; -116622.261 eV
Record order is preserved below.
Energy above the lowest of the compared OMol25 structures with the same formula, charge and spin: 6.9; 0.0 kJ/mol